--- w ---
C2H3IN2O | the ωB97M-V functional and the def2-TZVPD basis

Computed properties:
orbital gap (spin up / spin down) = 7.6 / 7.9 eV
HOMO energy (spin up / spin down) = -7.85 / -8.57 eV
E_LUMO (spin up / spin down) = -0.29 / -0.68 eV

The geometry in XYZ format:
```
9
Properties=species:S:1:pos:R:3:lowdin_charge:R:1
C -0.7702 0.5018 0.2653 -0.097
C 0.3079 -0.2899 0.6510 -0.431
N -0.6656 0.1354 -2.2394 0.147
N 1.5023 -0.1188 0.1473 -0.523
O -1.4057 -0.0079 -1.3779 -0.088
I 3.1617 -1.1237 0.6986 0.695
H -1.7172 0.5256 0.8303 0.099
H -0.5047 1.4799 -0.2811 0.117
H 0.0915 -1.1025 1.3060 0.081
```

--- x ---
C2H3IN2O | the ωB97M-V functional and the def2-TZVPD basis

Computed properties:
orbital gap (spin up / spin down) = 7.3 / 7.3 eV
HOMO energy (spin up / spin down) = -8.24 / -8.25 eV
E_LUMO (spin up / spin down) = -0.98 / -0.98 eV

The geometry in XYZ format:
```
9
Properties=species:S:1:pos:R:3:lowdin_charge:R:1
C 1.1494 0.2953 0.2304 -0.037
C -0.0799 0.7617 -0.1815 -0.468
N -0.5752 -1.9215 -0.1949 0.179
N -1.1181 0.1408 0.3848 -0.532
O 0.5770 -1.7631 -0.0443 -0.051
I -3.0403 0.8692 0.0281 0.648
H 2.1523 0.3412 -0.3925 0.118
H 1.1085 -0.2586 1.1482 0.049
H -0.1737 1.5351 -0.9782 0.094
```

Stability check: which of them is least stable? w.

--- w ---
C3H10N4O | the ωB97M-V functional and the def2-TZVPD basis

Computed properties:
orbital gap = 9.8 eV
HOMO energy = -8.71 eV
E_LUMO = 1.07 eV
SMILES = C=CC(N)(N)N(N)O

The geometry in XYZ format:
```
18
Properties=species:S:1:pos:R:3:lowdin_charge:R:1
C 0.3790 -0.1977 -0.0802 -0.645
N -1.5023 -0.4193 -1.5924 0.048
N 1.6740 0.4369 0.0187 0.087
N 0.4879 -1.6398 -0.1922 0.086
N -0.2661 0.2541 -1.3418 -0.209
H -1.5001 -1.2846 -1.0584 0.062
H -1.5228 -0.6514 -2.5827 0.083
H 2.2084 0.2326 -0.8202 0.082
H 1.5529 1.4438 0.0556 0.079
H 0.9201 -2.0041 0.6486 0.090
H 1.0839 -1.8745 -0.9804 0.086
C -0.4743 0.1129 1.1303 -0.123
C -0.0159 0.6343 2.2510 0.030
O -0.5430 1.6363 -1.2453 -0.056
H -1.3250 1.7624 -0.6804 0.087
H -1.5178 -0.1471 1.0108 0.101
H -0.6648 0.8293 3.0883 0.056
H 1.0260 0.8760 2.3708 0.056
```

--- x ---
C3H10N4O | the ωB97M-V functional and the def2-TZVPD basis

Computed properties:
orbital gap = 9.5 eV
HOMO energy = -8.90 eV
E_LUMO = 0.61 eV
SMILES = [H]/N=C(\NN)N(C)OC

The geometry in XYZ format:
```
18
Properties=species:S:1:pos:R:3:lowdin_charge:R:1
C -2.3058 -1.0802 -0.3077 -0.177
C -0.9204 1.6087 0.0978 -0.154
C 0.7565 0.2666 -0.0067 -0.565
H -2.9950 -0.3053 -0.7969 0.088
H -3.1357 -1.7309 -0.0048 0.075
H -1.9676 -1.5812 -1.2663 0.097
H -0.5326 1.7389 1.2180 0.112
H -0.4653 2.5442 -0.3319 0.076
H -2.1767 1.9739 0.1985 0.159
H 2.4665 1.0771 0.0704 0.083
H 0.9793 -1.6339 0.6908 0.116
H 3.5918 -0.5675 0.8374 0.181
H 3.1005 -1.7783 -0.3863 0.124
N -0.5073 0.2960 -0.3142 -0.074
N 1.4191 1.4374 -0.2770 0.093
N 1.3204 -0.9794 0.0239 0.000
N 2.7787 -0.7308 -0.0885 -0.107
O -1.4065 -0.5552 0.6435 -0.127
```

Stability check: which of them is least stable? x.

--- w ---
C2CuLiO4 | the ωB97M-V functional and the def2-TZVPD basis

Computed properties:
orbital gap (spin up / spin down) = 4.3 / 5.8 eV
HOMO energy (spin up / spin down) = -2.36 / -3.64 eV
2S+1 = 2
E_LUMO (spin up / spin down) = 1.96 / 2.15 eV
net charge = -1

The geometry in XYZ format:
```
8
Properties=species:S:1:pos:R:3:lowdin_charge:R:1
O 1.0857 0.3290 0.6852 -0.193
Cu -0.8338 -1.3279 -1.1970 0.219
O 0.5228 -1.7413 1.3855 -0.081
O 1.0619 -1.3695 -0.6766 -0.236
C 1.1258 -1.0158 0.5587 -0.846
C -0.3419 1.3386 0.4643 -0.155
O -0.4696 2.2790 -0.2765 -0.166
Li -2.1510 1.5079 -0.9436 0.457
```

--- x ---
C2CuLiO4 | the ωB97M-V functional and the def2-TZVPD basis

Computed properties:
orbital gap (spin up / spin down) = 5.7 / 5.4 eV
HOMO energy (spin up / spin down) = -3.55 / -3.55 eV
2S+1 = 2
E_LUMO (spin up / spin down) = 2.17 / 1.90 eV
net charge = -1

The geometry in XYZ format:
```
8
Properties=species:S:1:pos:R:3:lowdin_charge:R:1
O 0.5702 -0.3531 -0.0936 -0.345
Li 1.4369 -2.0608 -0.2228 0.748
O 2.0240 1.3929 -0.1542 -0.078
O 2.7184 -0.7186 0.1399 -0.251
C 1.8019 0.1728 -0.0312 -0.983
C -1.3661 0.8019 -0.0081 0.031
O -2.3707 0.2110 0.0729 -0.166
Cu -4.8147 0.5539 0.2971 0.044
```

Stability check: which of them is least stable? w.

--- w ---
C8H16Si | the ωB97M-V functional and the def2-TZVPD basis

Computed properties:
orbital gap (spin up / spin down) = 8.6 / 8.6 eV
HOMO energy (spin up / spin down) = -8.00 / -8.00 eV
E_LUMO (spin up / spin down) = 0.65 / 0.65 eV
SMILES = C=C(C)C(C)C.C=C=[SiH2]

The geometry in XYZ format:
```
25
Properties=species:S:1:pos:R:3:lowdin_charge:R:1
C 3.4145 -1.2401 -3.6102 -0.108
C 3.0933 -1.1016 -2.3313 -0.379
C -0.1176 0.5404 2.1375 -0.062
C -2.4962 1.2801 1.1048 -0.065
C -0.8647 -1.2908 0.0500 -0.082
C -0.4911 0.6195 -1.4629 0.011
C -0.9618 1.1424 0.9594 -0.389
C -0.7250 0.2347 -0.2055 -0.406
Si 2.7385 -0.7117 -0.6940 0.681
H 4.2990 -1.3121 -4.0897 -0.001
H 0.1042 1.4548 2.7152 0.083
H -0.6372 -0.2622 2.6888 0.090
H 0.7933 0.1532 1.8252 0.018
H -2.8084 1.8062 0.2419 0.054
H -2.8316 1.7869 2.0334 0.088
H -2.9518 0.2824 0.8642 0.082
H -0.0963 -1.6664 0.6524 0.010
H -1.8339 -1.6736 0.6823 0.132
H -0.8437 -1.8890 -0.8680 0.072
H -0.5876 1.6969 -1.7304 0.078
H 2.5618 -1.5447 -4.2977 0.071
H -0.2959 -0.0237 -2.3106 0.056
H -0.5768 2.2117 0.6753 0.159
H 2.4187 0.6748 -0.3804 -0.089
H 2.6074 -1.5540 0.4725 -0.103
```

--- x ---
C8H16Si | the ωB97M-V functional and the def2-TZVPD basis

Computed properties:
orbital gap = 9.3 eV
HOMO energy = -8.81 eV
E_LUMO = 0.51 eV

The geometry in XYZ format:
```
25
Properties=species:S:1:pos:R:3:lowdin_charge:R:1
C 2.8587 1.0607 -0.6804 -0.310
C 1.8958 0.9455 0.0126 -0.045
C 4.1110 1.2269 -1.3550 -0.139
C -1.5114 -1.7704 1.6470 -0.111
C -2.3730 -0.9897 -0.5640 -0.098
C 0.0412 -1.6496 -0.3118 -0.193
C -1.0453 2.4703 0.1287 -0.232
C -1.0420 -0.9402 0.3537 -0.674
Si -0.4930 0.8557 0.8897 0.869
H 4.0898 2.2964 -1.3394 0.067
H 4.9923 0.9771 -0.8345 0.057
H 4.1655 0.7585 -2.3524 0.086
H -1.6583 -2.8515 1.4325 0.095
H -0.7325 -1.8586 2.3536 0.046
H -2.3423 -1.2228 2.0481 0.057
H -2.5916 -2.0557 -0.8780 0.086
H -2.1612 -0.3833 -1.4589 0.071
H -3.2931 -0.6973 0.0199 0.080
H 0.5503 -1.1982 -1.1959 0.078
H 0.8177 -1.9227 0.4056 0.081
H -0.4042 -2.5665 -0.8820 0.111
H -0.6219 3.1608 0.8233 0.009
H -0.5408 2.7131 -0.7804 0.022
H -2.0649 2.7547 0.2042 0.017
H -0.6468 0.8869 2.3137 -0.030
```

--- y ---
C8H16Si | the ωB97M-V functional and the def2-TZVPD basis

Computed properties:
orbital gap = 9.9 eV
HOMO energy = -8.95 eV
E_LUMO = 0.92 eV
SMILES = C=CC[Si](C)(C)CC=C

The geometry in XYZ format:
```
25
Properties=species:S:1:pos:R:3:lowdin_charge:R:1
C 3.2840 -0.2636 0.3348 -0.005
C -1.7021 2.2332 2.1289 -0.008
C 2.5269 -0.8718 -0.5892 -0.259
C -1.5695 1.2225 1.3033 -0.264
C -1.6402 0.2835 -1.6755 -0.177
C -0.7879 -2.1648 -0.1511 -0.158
C 1.4604 -0.1957 -1.3401 -0.273
C -0.2683 0.6182 0.9304 -0.283
Si -0.2677 -0.4137 -0.5942 0.522
H 4.0210 -0.7744 0.8897 0.034
H 3.0594 0.7468 0.6224 0.051
H -2.6549 2.6528 2.3865 0.048
H -0.8380 2.6464 2.6175 0.058
H 2.6830 -1.9349 -0.7643 0.099
H -2.4694 0.8382 0.8492 0.083
H -2.5865 -0.1983 -1.3549 0.040
H -1.2976 -0.0191 -2.6480 0.013
H -1.8802 1.3626 -1.5364 0.049
H -0.9818 -2.7135 -1.0655 0.030
H -1.6651 -2.0237 0.4324 0.019
H -0.0150 -2.6620 0.4313 0.032
H 1.6687 0.8808 -1.4379 0.094
H 1.3156 -0.6553 -2.3342 0.080
H 0.1293 0.0120 1.7711 0.101
H 0.4758 1.3938 0.7938 0.075
```

Stability check: which of them is least stable? w.

--- w ---
C4H6O2S2 | the ωB97M-V functional and the def2-TZVPD basis

Computed properties:
orbital gap = 9.5 eV
HOMO energy = -9.03 eV
E_LUMO = 0.51 eV
SMILES = O=C[C@@]1(S)[C@H](O)[C@H]1S

The geometry in XYZ format:
```
14
Properties=species:S:1:pos:R:3:lowdin_charge:R:1
C -0.1677 -0.9002 0.6944 -0.391
C -0.7528 -0.4329 -0.5939 -0.539
C 0.5302 0.2273 -0.0136 -0.658
C 0.3969 1.5426 0.6533 -0.272
H 1.3482 -1.9782 1.2485 0.110
H -0.7240 -0.6813 1.5746 0.134
H -0.7400 -1.1954 -1.3388 0.102
H -2.7319 0.4233 -1.7579 -0.131
H 1.9993 0.9370 -1.6777 -0.113
H -0.4383 1.5818 1.4045 0.132
O 0.5208 -2.1355 0.7482 -0.029
O 1.1447 2.4777 0.4800 0.056
S -2.3935 0.3349 -0.4490 0.763
S 2.0083 -0.2010 -0.9726 0.836
```

--- x ---
C4H6O2S2 | the ωB97M-V functional and the def2-TZVPD basis

Computed properties:
orbital gap = 9.0 eV
HOMO energy = -9.71 eV
E_LUMO = -0.71 eV

The geometry in XYZ format:
```
14
Properties=species:S:1:pos:R:3:lowdin_charge:R:1
C 1.5854 0.6360 -2.0787 -0.637
C 1.2515 -0.3712 -1.0833 -0.443
C -0.3643 0.4938 0.7205 -0.096
C -0.2684 -0.3373 -0.5290 -0.216
O 2.4226 2.9438 -2.9078 -0.527
O 3.1849 -1.4651 -2.6984 -0.536
S 1.9315 2.1689 -1.7860 0.953
S 1.7373 -1.1172 -2.7481 1.002
H 1.8861 -0.7629 -0.3504 0.097
H 0.3056 -0.0406 1.2963 0.054
H -1.4053 0.4768 1.0100 0.085
H -0.0678 1.5149 0.7651 0.064
H -0.8996 -0.1015 -1.3631 0.101
H -0.4210 -1.3326 -0.1525 0.099
```

--- y ---
C4H6O2S2 | the ωB97M-V functional and the def2-TZVPD basis

Computed properties:
orbital gap (spin up / spin down) = 7.7 / 7.7 eV
HOMO energy (spin up / spin down) = -8.26 / -8.26 eV
E_LUMO (spin up / spin down) = -0.61 / -0.61 eV

The geometry in XYZ format:
```
14
Properties=species:S:1:pos:R:3:lowdin_charge:R:1
C 0.8828 -1.0316 -0.8511 -0.177
C 0.4484 0.1149 -1.3068 -0.125
C 0.3700 2.0408 0.7922 -0.267
C 0.2554 -1.4943 0.5914 -0.379
O -2.1174 -1.4121 -0.6044 -0.548
O -1.7540 1.9439 -0.5512 -0.406
S -1.4938 -1.0261 0.6866 0.824
S -0.7445 1.0993 0.0400 0.670
H 1.4669 -1.8153 -1.3629 0.109
H 0.9264 0.6784 -2.1183 0.096
H -0.1619 2.9242 1.1057 0.016
H 0.9453 1.3972 1.4503 0.001
H 0.2855 -2.6113 0.6872 0.091
H 0.6910 -0.8079 1.4413 0.097
```

Stability check: which of them is least stable? y.

--- w ---
CH3O3S2 | the ωB97M-V functional and the def2-TZVPD basis

Computed properties:
orbital gap (spin up / spin down) = 7.0 / 6.9 eV
HOMO energy (spin up / spin down) = -3.65 / -3.62 eV
E_LUMO (spin up / spin down) = 3.35 / 3.25 eV
net charge = -1

The geometry in XYZ format:
```
9
Properties=species:S:1:pos:R:3:lowdin_charge:R:1
C 0.2705 -0.9949 -0.4679 -0.228
O 2.4464 -0.8809 0.8919 -0.579
O 1.5242 1.1966 -0.1736 -0.770
O -2.4786 1.1656 0.0863 -0.627
S -0.7659 1.3511 0.0667 0.704
S 1.9282 -0.2479 -0.3496 0.543
H -0.0305 -1.6084 0.3696 -0.002
H -0.1475 -1.2774 -1.4235 -0.007
H -2.7467 1.2961 1.0000 -0.034
```

--- x ---
CH3O3S2 | the ωB97M-V functional and the def2-TZVPD basis

Computed properties:
orbital gap (spin up / spin down) = 8.0 / 3.3 eV
HOMO energy (spin up / spin down) = -5.02 / -2.87 eV
E_LUMO (spin up / spin down) = 2.96 / 0.44 eV
net charge = -1

The geometry in XYZ format:
```
9
Properties=species:S:1:pos:R:3:lowdin_charge:R:1
C 1.9747 0.9750 0.2382 -0.546
O -1.8958 -2.4356 -0.8177 -0.485
O -3.0342 -0.4305 -1.5339 -0.435
O -2.9273 -1.0105 0.8708 -0.445
S 2.4427 1.5884 1.9098 0.453
S -2.3899 -1.0795 -0.4560 0.379
H 2.9734 0.6388 -0.2877 0.059
H 1.5659 1.7795 -0.1987 -0.072
H 1.2904 -0.0256 0.2751 0.092
```

Stability check: which of them is least stable? w.